(1)
DFT (the ωB97M-V functional and the def2-TZVPD basis) results for a molecular structure, C40H49AuN6OPSb at a distorted geometry.

The geometry in ORCA input format:
```
! RIJCOSX wB97M-V def2-TZVPD def2/J DEFGRID3
* xyz 2 1
Au 0.25 0.61 0.14
C 0.87 3.70 2.03
C 0.48 3.00 3.33
C -1.02 3.15 3.59
C 0.94 1.53 3.36
C 0.84 0.93 4.78
O -0.10 -0.12 4.65
C -0.42 -0.24 3.35
N 0.14 0.61 2.56
C -1.31 -1.37 3.08
C -1.87 -1.97 4.22
C -2.64 -3.11 4.15
C -2.88 -3.70 2.92
C -2.38 -3.11 1.78
C -1.60 -1.95 1.84
P -1.15 -1.38 0.17
C -0.30 -2.87 -0.46
C -0.36 -3.37 -1.76
C 0.36 -4.50 -2.09
C 1.16 -5.13 -1.15
C 1.25 -4.62 0.13
C 0.53 -3.49 0.47
C -2.79 -1.17 -0.58
C -3.01 -1.18 -1.96
C -4.29 -1.09 -2.46
C -5.37 -0.95 -1.59
C -5.16 -0.84 -0.23
C -3.88 -0.94 0.27
H 0.46 4.71 2.02
H 0.48 3.16 1.17
H 1.96 3.77 1.94
H 1.02 3.49 4.15
H -1.58 2.81 2.72
H -1.26 4.20 3.76
H -1.33 2.60 4.47
H 1.97 1.51 2.98
H 0.48 1.64 5.52
H 1.78 0.50 5.13
H -1.68 -1.52 5.18
H -3.03 -3.55 5.05
H -3.46 -4.61 2.85
H -2.59 -3.55 0.81
H -1.00 -2.91 -2.50
H 0.28 -4.90 -3.09
H 1.71 -6.02 -1.42
H 1.86 -5.11 0.87
H 0.58 -3.10 1.48
H -2.17 -1.26 -2.63
H -4.46 -1.14 -3.52
H -6.38 -0.90 -1.98
H -5.98 -0.70 0.44
H -3.71 -0.87 1.34
C 1.25 1.93 -4.53
Sb 0.03 0.37 -3.65
C -1.84 0.83 -4.64
C 0.72 -1.26 -4.91
H 1.13 1.86 -5.61
H 2.29 1.79 -4.28
H 0.92 2.91 -4.20
H -1.61 1.34 -5.57
H -2.45 1.47 -4.02
H -2.38 -0.09 -4.85
H 0.60 -0.95 -5.94
H 0.15 -2.16 -4.73
H 1.77 -1.46 -4.71
C 3.39 1.38 0.15
N 2.58 0.16 -0.08
C 2.98 -0.84 0.94
N 4.39 -1.12 0.88
C 5.15 0.11 1.10
N 4.80 1.09 0.08
C 5.14 0.55 -1.22
N 4.38 -0.67 -1.47
C 2.97 -0.39 -1.40
C 4.73 -1.65 -0.44
H 3.15 1.79 1.13
H 3.12 2.12 -0.61
H 2.42 -1.76 0.76
H 2.73 -0.46 1.93
H 6.22 -0.10 1.05
H 4.91 0.51 2.09
H 6.21 0.33 -1.26
H 4.91 1.29 -2.00
H 2.40 -1.31 -1.58
H 2.71 0.35 -2.16
H 5.80 -1.85 -0.48
H 4.18 -2.57 -0.62
N -4.80 5.95 -0.84
C -4.03 5.11 -0.75
C -3.08 4.06 -0.63
C -1.94 4.07 -1.43
C -0.99 3.07 -1.29
C -1.20 2.06 -0.36
C -2.33 2.05 0.43
C -3.27 3.06 0.31
H -1.79 4.87 -2.14
H -0.09 3.10 -1.89
H -2.47 1.27 1.17
H -4.14 3.08 0.94
*
```

Energy above the lowest of the compared OMol25 structures with the same formula, charge and spin = 6.6 kcal/mol
Electronic energy = -72764.8464 eV

(2)
DFT (the ωB97M-V functional and the def2-TZVPD basis) results for a molecular structure, C4H7NO at a distorted geometry.

The geometry in ORCA input format:
```
! RIJCOSX wB97M-V def2-TZVPD def2/J DEFGRID3
* xyz 0 1
C 0.34 0.07 0.99
C -1.28 -1.24 -0.26
N -0.99 0.01 0.41
O -0.56 1.03 -0.83
C 1.14 0.76 -0.10
C 2.14 1.16 -0.71
H -0.96 1.90 -0.64
H 0.75 -0.91 1.24
H 0.32 0.71 1.88
H -1.44 -1.99 0.51
H -0.47 -1.58 -0.92
H -2.19 -1.13 -0.85
H 3.20 1.22 -0.73
*
```

Energy above the lowest of the compared OMol25 structures with the same formula, charge and spin = 152.3 kcal/mol
Electronic energy = -7793.0401 eV

(3)
DFT (the ωB97M-V functional and the def2-TZVPD basis) results for 13 unconnected molecules or ions with the total composition C17H60N16O13 at a distorted geometry.

The geometry in ORCA input format:
```
! RIJCOSX wB97M-V def2-TZVPD def2/J DEFGRID3
* xyz 0 1
C -2.70 0.85 -2.74
C -2.52 1.05 -4.16
O -3.75 0.82 -4.78
H -2.72 -0.20 -2.51
H -3.65 1.35 -2.52
H -1.88 1.26 -2.09
H -1.78 0.43 -4.66
H -2.18 2.06 -4.41
H -3.56 0.26 -5.56
C 0.24 -2.63 2.39
C 1.60 -2.28 1.85
O 1.61 -2.36 0.45
H 0.28 -2.83 3.46
H -0.25 -3.46 1.99
H -0.46 -1.81 2.19
H 2.29 -3.07 2.32
H 1.97 -1.34 2.26
H 1.25 -1.53 0.17
C 2.53 2.72 -1.76
C 1.75 3.30 -0.60
O 2.54 4.02 0.31
H 2.92 3.52 -2.44
H 1.85 2.17 -2.38
H 3.33 2.02 -1.53
H 1.14 2.57 -0.14
H 1.13 4.16 -0.94
H 2.43 3.61 1.24
C 4.16 -2.24 -1.86
C 4.19 -0.98 -1.01
O 5.48 -0.39 -1.23
H 3.28 -2.81 -1.67
H 5.02 -2.86 -1.64
H 4.17 -2.06 -2.94
H 4.05 -1.12 0.01
H 3.44 -0.29 -1.40
H 6.11 -1.00 -0.77
C -0.30 0.29 0.38
O -0.47 1.29 1.36
N 0.79 0.10 -0.26
N -1.29 -0.46 0.00
H 1.60 0.66 0.17
H 0.60 0.06 -1.27
H -2.23 -0.29 0.38
H -1.08 -1.41 -0.35
C -3.72 2.14 1.46
O -3.32 2.19 0.11
N -4.88 2.57 1.89
N -3.10 1.48 2.39
H -5.49 2.93 1.16
H -5.03 2.76 2.91
H -2.11 1.36 2.11
H -3.55 1.28 3.27
C 0.43 -0.97 -3.13
O 0.36 0.41 -3.12
N 1.53 -1.63 -3.16
N -0.66 -1.71 -3.37
H 2.47 -1.19 -3.25
H 1.54 -2.69 -3.30
H -1.55 -1.18 -3.27
H -0.70 -2.76 -3.49
C -4.40 -3.87 -1.61
O -5.40 -4.05 -2.52
N -4.47 -4.07 -0.32
N -3.22 -3.40 -1.86
H -5.42 -4.31 -0.07
H -3.69 -4.48 0.27
H -3.03 -3.15 -2.84
H -2.57 -3.09 -1.14
C -3.17 -2.05 1.92
O -2.66 -3.34 2.11
N -3.98 -1.77 0.94
N -2.94 -1.17 2.84
H -4.28 -2.59 0.30
H -4.66 -0.94 0.93
H -2.17 -1.52 3.46
H -3.00 -0.11 2.71
C 2.40 4.26 3.62
O 3.12 3.48 4.54
N 2.39 5.53 3.61
N 1.53 3.70 2.82
H 2.80 6.06 4.45
H 2.10 6.03 2.74
H 1.28 2.72 3.02
H 0.79 4.23 2.41
C -0.35 -4.28 -0.92
O -0.86 -3.07 -0.57
N 0.87 -4.70 -0.80
N -1.15 -5.18 -1.50
H 1.36 -3.86 -0.34
H 1.19 -5.70 -0.56
H -2.05 -4.75 -1.62
H -0.92 -6.13 -1.85
C 4.13 1.30 1.67
O 2.88 1.03 1.14
N 4.27 1.74 2.86
N 5.26 1.05 1.09
H 3.54 2.24 3.34
H 5.22 2.04 3.23
H 5.23 0.65 0.11
H 6.25 1.08 1.44
C -1.07 4.39 1.42
O -0.48 5.56 1.91
H -1.20 3.72 2.29
H -0.39 3.95 0.66
H -2.06 4.51 0.96
H -0.21 6.17 1.19
*
```

Energy above the lowest of the compared OMol25 structures with the same formula, charge and spin = 82.7 kcal/mol
Electronic energy = -69059.1098 eV

(4)
DFT (the ωB97M-V functional and the def2-TZVPD basis) results for 5 unconnected molecules or ions with the total composition C4H19N2O5 at a distorted geometry.

The geometry in ORCA input format:
```
! RIJCOSX wB97M-V def2-TZVPD def2/J DEFGRID3
* xyz -1 1
C -0.15 0.72 -0.32
O 0.56 1.59 0.41
C 0.38 -0.70 0.03
C -0.40 -1.42 1.14
C -1.01 -2.80 0.90
N -2.14 -2.93 -0.17
N 1.87 -0.56 0.36
H -0.03 0.78 -1.43
H -1.28 0.94 -0.22
H 0.47 -1.36 -0.79
H 0.26 -1.58 2.01
H -1.21 -0.51 1.57
H -0.12 -3.42 0.62
H -1.47 -3.37 1.69
H -1.99 -2.19 -0.81
H -3.08 -2.70 0.24
H 2.47 -0.24 -0.28
H 1.99 0.12 1.09
H 0.83 3.19 2.02
H -0.17 2.10 2.50
O 0.47 2.81 2.91
H -0.94 -0.48 -2.48
H -0.76 -2.11 -2.89
O -1.27 -1.33 -2.62
H 2.25 0.78 -1.75
H 2.24 2.10 -0.75
O 2.80 1.53 -1.31
H 0.13 3.10 -0.11
H -0.50 3.97 -1.18
O -0.21 3.97 -0.40
*
```

Energy above the lowest of the compared OMol25 structures with the same formula, charge and spin = 85.3 kcal/mol
Electronic energy = -17672.0100 eV

(5)
DFT (the ωB97M-V functional and the def2-TZVPD basis) results for 8 unconnected molecules or ions with the total composition C31H75N11O8 at a distorted geometry.

The geometry in ORCA input format:
```
! RIJCOSX wB97M-V def2-TZVPD def2/J DEFGRID3
* xyz 0 1
C -2.46 0.64 -3.29
C -3.07 1.14 -1.91
C -4.52 1.52 -2.18
C -5.34 0.31 -2.45
C -5.28 -0.67 -1.24
C -3.82 -1.05 -0.87
N -3.03 0.24 -0.82
O -1.60 -0.10 -0.64
C -3.77 -1.58 0.58
C -3.30 -2.13 -1.85
C -2.28 2.34 -1.42
H -2.04 1.51 -3.77
H -3.19 0.27 -4.00
H -1.68 -0.12 -3.15
H -4.94 2.09 -1.37
H -4.37 2.18 -3.03
H -5.01 -0.17 -3.37
H -6.40 0.54 -2.58
H -5.76 -1.61 -1.52
H -5.80 -0.22 -0.37
H -2.74 -1.73 0.95
H -4.25 -0.82 1.25
H -4.32 -2.53 0.64
H -3.61 -3.11 -1.45
H -3.76 -1.98 -2.82
H -2.20 -2.18 -1.90
H -1.20 2.08 -1.52
H -2.57 2.62 -0.38
H -2.52 3.22 -2.03
H -1.43 0.17 0.26
C 1.75 -4.69 -0.97
C 0.61 -3.70 -1.20
C 1.12 -2.24 -1.46
C 1.66 -2.00 -2.86
C 0.55 -2.38 -3.87
C 0.10 -3.80 -3.67
N -0.33 -3.91 -2.24
O -0.77 -5.27 -2.07
C -1.20 -3.98 -4.54
C 1.04 -4.91 -4.10
C -0.13 -3.73 0.09
H 2.57 -4.44 -1.71
H 1.43 -5.73 -0.92
H 2.10 -4.55 0.05
H 0.22 -1.67 -1.25
H 1.88 -2.02 -0.64
H 2.53 -2.64 -3.07
H 2.10 -1.00 -3.05
H 0.97 -2.28 -4.85
H -0.29 -1.60 -3.84
H -0.90 -3.72 -5.54
H -1.54 -5.04 -4.56
H -2.02 -3.34 -4.25
H 0.68 -5.88 -3.87
H 1.22 -4.82 -5.17
H 2.00 -4.84 -3.63
H -0.98 -2.96 0.01
H 0.53 -3.41 0.89
H -0.54 -4.68 0.38
H -1.71 -5.14 -2.19
C 1.53 2.52 4.70
C 2.27 1.11 4.90
C 2.36 0.79 6.38
C 2.63 -0.74 6.60
C 1.48 -1.63 5.94
C 1.44 -1.32 4.41
N 1.32 0.16 4.28
O 1.21 0.45 2.93
C 2.67 -1.89 3.68
C 0.13 -1.93 3.92
C 3.74 1.07 4.28
H 2.04 3.31 5.29
H 0.52 2.52 5.02
H 1.51 2.78 3.68
H 3.16 1.37 6.87
H 1.42 1.15 6.87
H 2.75 -0.91 7.68
H 3.59 -1.01 6.14
H 0.48 -1.40 6.27
H 1.67 -2.67 6.19
H 2.63 -1.78 2.62
H 3.55 -1.47 4.06
H 2.70 -2.96 3.89
H 0.15 -2.92 4.28
H -0.68 -1.39 4.44
H -0.03 -1.67 2.82
H 3.66 1.54 3.32
H 4.16 0.08 4.17
H 4.49 1.63 4.82
H 0.24 0.38 2.78
O 1.90 2.07 -4.52
H 1.96 2.98 -4.76
H 1.66 2.13 -3.59
C 4.30 4.39 0.03
O 3.68 4.71 1.02
N 5.36 3.50 0.15
N 4.10 4.72 -1.25
H 5.45 3.30 1.10
H 5.36 2.74 -0.50
H 3.41 5.40 -1.44
H 4.86 4.47 -1.82
C 1.45 2.12 -0.41
O 1.45 2.85 -1.37
N 1.22 2.64 0.90
N 1.58 0.76 -0.32
H 1.27 1.91 1.64
H 1.87 3.43 1.11
H 1.31 0.19 -1.09
H 1.60 0.41 0.61
C 0.21 5.35 -3.80
O 1.11 4.89 -4.46
N -0.95 5.83 -4.38
N 0.29 5.33 -2.42
H -1.23 5.55 -5.33
H -1.72 6.28 -3.88
H 0.76 4.53 -2.01
H -0.51 5.74 -1.92
C -2.10 1.57 2.36
O -1.52 0.49 2.17
N -1.89 2.79 1.73
N -3.21 1.55 3.15
H -1.05 2.96 1.16
H -2.55 3.53 1.91
H -3.10 0.79 3.79
H -3.48 2.40 3.59
*
```

Energy above the lowest of the compared OMol25 structures with the same formula, charge and spin = 0.0 kcal/mol
Electronic energy = -66135.0218 eV

(6)
DFT (the ωB97M-V functional and the def2-TZVPD basis) results for 2 unconnected molecules or ions with the total composition C3H7N2S at a distorted geometry.

The geometry in ORCA input format:
```
! RIJCOSX wB97M-V def2-TZVPD def2/J DEFGRID3
* xyz 1 1
C 1.65 -0.77 -0.17
C 1.07 -2.05 -0.01
C -1.73 0.95 -0.04
N 0.40 1.96 0.12
N -0.33 1.04 -0.13
S 2.54 0.43 0.04
H 0.93 -2.57 -0.93
H 1.65 -2.56 0.66
H 0.10 -2.01 0.34
H -2.20 0.68 -1.07
H -2.04 0.08 0.75
H -2.14 1.97 0.07
H 0.09 2.85 0.35
*
```

Energy above the lowest of the compared OMol25 structures with the same formula, charge and spin = 108.2 kcal/mol
Electronic energy = -17028.8768 eV

(7)
DFT (the ωB97M-V functional and the def2-TZVPD basis) results for a molecular structure, C4H3NO4P at a distorted geometry.

The geometry in ORCA input format:
```
! RIJCOSX wB97M-V def2-TZVPD def2/J DEFGRID3
* xyz -1 1
C -1.10 1.50 -0.16
C -0.45 0.23 -0.13
C -0.86 2.12 1.03
C -0.15 0.27 1.18
N -0.20 1.30 1.95
O 2.06 -1.20 -1.01
O 0.64 -3.30 -1.06
O -0.44 -0.89 -0.95
O 0.84 -1.80 1.16
P 0.76 -2.02 -0.35
H -1.50 1.71 -1.16
H 1.78 -0.86 -1.88
H -1.40 2.94 1.36
*
```

Electronic energy = -23166.2665 eV

(8)
DFT (the ωB97M-V functional and the def2-TZVPD basis) results for a molecular structure, C15H50F5N3O20S3Y at a distorted geometry.

The geometry in ORCA input format:
```
! RIJCOSX wB97M-V def2-TZVPD def2/J DEFGRID3
* xyz 0 2
Y -1.69 2.29 -3.19
C -0.08 -0.55 0.50
F -1.03 -0.16 1.32
F 1.06 -0.78 1.23
F -0.34 -1.64 -0.26
S 0.48 0.88 -0.61
O -0.63 1.21 -1.55
O 0.93 1.98 0.23
O 1.60 0.21 -1.36
N -3.25 1.42 -1.90
S -4.28 2.06 -0.90
O -4.25 1.95 0.52
O -5.55 2.45 -1.48
F -3.56 3.54 -0.94
S -3.99 -0.20 -1.56
O -5.39 -0.40 -1.84
O -3.29 -0.97 -0.52
F -3.25 -0.87 -2.81
O 0.75 2.38 -3.62
H 1.50 2.83 -3.21
H 1.13 1.92 -4.38
O -0.76 3.95 -1.93
H -0.87 3.82 -0.99
H -0.28 4.78 -2.00
O -0.63 -2.23 -3.23
H -0.42 -2.99 -3.77
H -1.02 -2.59 -2.44
O 1.97 3.83 2.11
H 1.86 2.89 2.02
H 1.76 4.18 1.24
O -0.84 0.26 -4.24
H -0.60 -0.39 -3.58
H -0.74 -0.20 -5.08
C 0.92 -4.68 3.44
C 0.95 -3.85 4.70
O 0.23 -2.66 4.33
O 1.25 -4.15 2.24
H 0.03 -5.30 3.43
H 1.71 -5.43 3.42
H 2.01 -3.66 4.81
H 0.42 -4.42 5.47
H -0.71 -2.79 4.45
H 0.68 -3.41 2.03
C 3.81 -4.11 -0.79
C 2.95 -2.80 -0.66
O 3.37 -1.66 -1.40
O 3.67 -4.71 -2.06
H 3.53 -4.82 -0.01
H 4.83 -3.81 -0.52
H 2.89 -2.57 0.41
H 1.97 -3.04 -1.07
H 2.63 -1.06 -1.54
H 4.24 -4.19 -2.63
C 5.08 3.44 -1.71
C 3.51 3.45 -1.69
O 2.71 4.09 -2.71
O 5.61 2.72 -2.81
H 5.50 3.13 -0.76
H 5.42 4.48 -1.71
H 3.35 3.87 -0.70
H 3.42 2.37 -1.62
H 2.76 4.98 -2.35
H 5.85 3.46 -3.38
C -2.37 5.47 2.08
C -1.26 5.41 1.03
C -0.03 6.26 1.56
O 0.81 6.39 0.52
C 2.11 6.88 0.90
N -1.01 3.99 0.93
H -2.08 5.13 3.08
H -3.19 4.95 1.59
H -2.56 6.54 2.07
H -1.55 5.76 0.04
H 0.40 5.71 2.40
H -0.30 7.26 1.92
H 2.58 6.45 1.79
H 2.21 7.94 1.14
H 2.83 6.64 0.12
H -0.07 3.79 0.62
H -0.83 3.87 1.92
C -3.51 -6.30 -0.86
C -2.89 -5.11 -0.01
C -2.47 -5.38 1.40
O -3.35 -6.29 2.09
C -2.95 -6.38 3.51
N -1.84 -4.43 -0.78
H -4.47 -6.51 -0.39
H -2.87 -7.16 -1.04
H -3.73 -5.96 -1.87
H -3.72 -4.41 0.10
H -2.20 -4.52 2.02
H -1.51 -5.87 1.22
H -1.95 -6.82 3.61
H -3.63 -7.00 4.09
H -2.90 -5.39 3.94
H -1.54 -3.63 -0.24
H -1.05 -5.05 -0.86
*
```

⟨S²⟩ = 0.751
Electronic energy = -108916.5350 eV

Look up the electronic energy of the first one.
-72764.8464 eV